Entry from OMol25: a molecular structure, C42H37BrFeN3O7PS2 in a non-equilibrium geometry (ωB97M-V with the def2-TZVPD basis set).

Geometry as XYZ:
```
94
Properties=species:S:1:pos:R:3:forces:R:3
Fe 0.74282 1.41441 -0.87507 -0.17 -0.19 0.26
O 2.51599 -0.18578 -3.48896 -0.14 -0.81 -0.13
S 2.60528 -1.14662 -2.27838 0.11 -0.08 -0.22
O 3.82256 -1.93077 -2.24953 -0.01 -0.04 0.02
O 2.06715 -0.44925 -0.09269 -0.08 -0.02 -0.03
C 1.27237 -2.31463 -2.52443 0.00 -0.15 0.03
C 1.63986 -3.68244 -2.37767 -0.07 0.03 0.00
C 0.73650 -4.67456 -2.18947 0.08 0.01 -0.05
C -0.72516 -4.42813 -2.06919 -0.02 -0.05 -0.01
C -1.18371 -2.98159 -2.34983 -0.05 0.07 -0.09
C -0.09906 -1.97557 -2.69110 0.00 -0.02 0.06
S -0.75588 -0.50700 -2.52039 -0.09 0.11 -0.27
O -2.15217 -0.42270 -2.80517 0.02 -0.01 0.05
O 0.06664 0.67355 -2.69247 -0.14 0.33 -0.09
O -0.74976 -0.34167 -0.71225 -0.03 0.03 0.21
H 2.69524 -3.90891 -2.39240 0.06 -0.01 0.00
H 1.08194 -5.69576 -2.09517 0.02 -0.03 0.01
H -1.28506 -5.15100 -2.66436 -0.01 0.02 0.00
H -1.99309 -2.93208 -3.07556 0.02 0.00 0.02
Br 0.74555 3.06112 6.47952 0.00 0.01 0.01
C 1.10533 2.63530 4.68566 -0.01 -0.01 0.04
C 2.35366 2.12760 4.33441 0.00 0.01 -0.04
C 2.61138 1.78412 3.02667 -0.02 -0.01 -0.02
C 1.61882 1.94628 2.02817 0.06 0.01 -0.16
C 0.38321 2.51339 2.40899 -0.13 0.22 0.23
C 0.12333 2.83928 3.71990 0.06 -0.03 -0.02
N 1.78733 1.59658 0.73277 0.13 -0.08 0.11
C 2.83172 0.64274 0.30074 0.05 0.04 0.14
C 3.46122 1.23886 -0.93024 0.06 0.12 0.06
C 4.76727 1.24749 -1.26128 -0.08 -0.01 -0.13
C 5.08532 1.64320 -2.60928 0.01 -0.05 0.18
C 4.10379 1.72907 -3.52073 -0.15 -0.10 -0.06
C 2.71966 1.39372 -3.12793 0.29 1.43 0.13
N 2.44560 1.60404 -1.79075 0.09 -0.19 0.06
H 3.11816 2.01119 5.08906 0.02 -0.01 0.02
H 3.59119 1.41490 2.77157 0.06 -0.06 -0.03
H -0.36646 2.66379 1.64368 0.33 -0.06 0.39
H -0.83261 3.25502 4.00440 -0.03 0.02 0.02
H 3.55053 0.36125 1.07125 0.07 0.12 0.03
H 5.52868 0.93320 -0.56404 0.02 0.02 0.03
H 6.11085 1.84580 -2.88619 0.02 -0.02 0.00
H 4.29702 1.98258 -4.55201 0.01 0.03 -0.04
H 1.95728 1.80652 -3.77915 -0.02 -0.20 -0.06
C -0.52710 4.09188 -2.78572 -0.16 0.06 0.04
C -0.58561 4.53947 -1.33220 -0.03 0.09 0.13
C 0.80669 4.76093 -0.75219 0.22 -0.14 0.05
C -1.45636 3.71286 -0.38300 -0.13 0.05 -0.21
C -2.92797 3.64809 -0.75577 0.02 0.12 0.05
O -3.37437 2.46621 -0.06062 0.12 0.09 0.05
C -2.27893 1.74940 0.23576 -0.12 -0.11 0.03
N -1.14408 2.26963 -0.08867 -0.17 -0.26 -0.81
C -2.70571 0.63417 1.17320 -0.04 0.07 -0.12
C -3.53943 1.13605 2.17883 -0.07 0.06 0.07
C -4.15066 0.31299 3.10829 0.04 -0.10 -0.02
C -3.97787 -1.06176 3.04418 0.02 0.10 -0.02
C -3.13634 -1.57789 2.07841 0.00 0.00 0.04
C -2.48945 -0.75070 1.16143 0.08 -0.04 0.09
P -1.21119 -1.52829 0.19962 0.05 0.04 -0.07
C 0.06964 -1.97524 1.35293 -0.02 0.01 0.07
C 1.08845 -2.85968 0.99902 0.06 0.03 -0.05
C 2.13774 -3.09401 1.86876 0.01 0.01 0.01
C 2.19750 -2.42519 3.08212 -0.01 -0.01 -0.03
C 1.20782 -1.51548 3.42817 -0.04 -0.01 -0.02
C 0.14232 -1.29329 2.57304 0.03 -0.03 -0.04
C -1.82492 -2.89538 -0.88556 -0.01 0.02 0.05
C -1.29570 -4.34192 -0.61169 0.05 -0.11 0.14
C -2.32421 -5.35601 -0.23318 -0.04 0.00 0.04
C -3.62929 -5.10754 -0.29278 0.03 -0.02 0.00
C -4.13174 -3.80136 -0.72474 0.02 0.05 0.00
C -3.32487 -2.77211 -0.96874 -0.03 -0.06 -0.03
H 0.03111 4.82740 -3.36460 0.02 -0.02 0.00
H -1.51183 4.00304 -3.24388 -0.03 -0.03 0.01
H -0.02602 3.13845 -2.89849 0.15 -0.29 -0.03
H -1.08807 5.51601 -1.31262 0.02 -0.01 -0.05
H 1.37836 3.83050 -0.64770 -0.12 0.11 -0.05
H 0.75724 5.22829 0.23231 -0.01 0.01 0.04
H 1.39318 5.40714 -1.40365 -0.01 0.06 -0.01
H -1.36027 4.20826 0.59254 -0.06 0.03 0.01
H -3.10976 3.51402 -1.82235 0.04 -0.06 0.01
H -3.50805 4.48723 -0.37930 0.02 0.00 -0.07
H -3.73062 2.19945 2.21876 0.00 -0.05 0.02
H -4.77999 0.75056 3.86995 -0.02 0.01 0.02
H -4.47495 -1.71657 3.74544 -0.01 -0.01 0.01
H -2.95910 -2.64660 2.04010 0.01 -0.04 0.00
H 1.09843 -3.33992 0.03094 0.08 0.06 0.04
H 2.92152 -3.78146 1.58386 0.02 -0.02 -0.01
H 3.02236 -2.60696 3.75745 0.03 -0.01 0.02
H 1.26052 -0.97922 4.36589 0.00 0.00 0.02
H -0.61399 -0.57585 2.85684 -0.08 0.02 0.01
H -0.49061 -4.37484 0.12484 -0.21 -0.03 -0.13
H -1.96053 -6.32302 0.09020 0.01 -0.04 0.01
H -4.34638 -5.87145 -0.02498 -0.01 -0.01 0.00
H -5.19931 -3.67676 -0.84834 -0.02 0.01 -0.01
H -3.71783 -1.82011 -1.30318 -0.02 0.02 -0.01
```
Positions in Å, forces in eV/Å.

ΔE to the lowest compared entry with this formula, charge and spin, kJ/mol: 879.86
LUMO level (spin up / spin down), eV: -2.8 / -4.4
Multiplicity: 6
Total charge: +1
Orbital gap (spin up / spin down), eV: 6.39 / 5.76


Entry from OMol25: a molecular structure, C42H37F5IrO4PTe (ωB97M-V with the def2-TZVPD basis set).

Geometry as XYZ:
```
91
Properties=species:S:1:pos:R:3:forces:R:3
Ir -1.03526 -1.18769 -0.44223 -0.39 -0.56 -0.16
C -1.46906 6.66678 -0.62821 -0.01 0.01 0.00
C -2.42069 5.73576 -0.24533 0.01 -0.01 0.00
C -2.06220 4.41039 -0.03922 0.03 0.02 -0.04
C -0.73976 3.99706 -0.20606 0.20 0.13 -0.20
C 0.20888 4.94878 -0.59058 -0.03 0.03 0.03
C -0.15111 6.26915 -0.80409 0.01 0.01 0.00
P -0.27892 2.22926 0.01703 -0.38 -0.02 -0.28
C 1.41449 2.42031 0.60458 -0.10 -0.09 0.34
C 2.39550 1.57319 0.09913 0.02 0.08 -0.11
C 3.70354 1.70355 0.53740 0.01 -0.01 0.01
C 4.02603 2.65323 1.49512 0.00 -0.01 0.00
C 3.04305 3.48709 2.01110 -0.01 -0.01 0.00
C 1.73761 3.37002 1.56874 0.00 0.02 -0.02
C -0.24295 1.49615 -1.63611 0.10 -0.12 0.04
C 0.05235 2.40980 -2.66107 -0.02 -0.01 0.01
C 0.29176 1.97817 -3.94981 -0.01 0.02 0.01
C 0.24102 0.61838 -4.22267 0.01 -0.02 -0.01
C -0.08016 -0.27760 -3.22147 -0.04 -0.01 -0.01
C -0.34368 0.10653 -1.89326 0.10 0.15 0.15
H -1.75096 7.70013 -0.78628 0.00 0.00 -0.01
H -3.45062 6.03621 -0.10351 0.00 0.00 0.00
H -2.81718 3.69947 0.25913 -0.02 0.02 -0.01
H 1.24239 4.65685 -0.72580 -0.01 0.01 0.00
H 0.60074 6.98796 -1.10395 0.00 0.00 0.00
H 2.13551 0.81478 -0.62939 0.00 -0.01 0.02
H 4.46536 1.04159 0.15040 0.02 -0.05 0.00
H 5.04498 2.72982 1.85299 0.00 0.01 0.00
H 3.28844 4.21544 2.77291 0.00 0.00 0.01
H 0.96620 4.00145 1.99000 0.00 -0.01 0.00
H 0.09311 3.46894 -2.46071 0.00 0.01 -0.02
H 0.50927 2.69576 -4.73050 0.02 0.01 0.01
H 0.44256 0.25473 -5.22373 -0.01 0.00 0.00
H -0.12737 -1.32977 -3.47431 0.00 0.01 0.00
O 0.63415 -2.37864 1.29543 0.61 0.13 -0.03
C 1.03687 -1.48062 2.30618 0.01 -0.03 -0.08
C 0.56315 -0.02562 2.01350 -0.08 -0.02 0.18
O 0.83607 0.87113 2.78411 -0.04 0.00 0.09
O -0.05181 0.18689 0.88051 0.16 0.34 -0.43
C 2.56722 -1.42806 2.29250 0.00 0.02 -0.06
C 3.27781 -0.85345 3.34170 0.00 0.03 0.00
C 4.66112 -0.78583 3.29922 0.00 0.00 0.01
C 5.35717 -1.29963 2.21183 0.01 0.02 0.00
C 4.65430 -1.87889 1.16704 0.01 0.03 -0.03
C 3.26639 -1.93628 1.20316 -0.02 -0.02 0.01
C 0.51237 -1.98234 3.66179 0.05 0.00 0.04
C 0.37488 -3.35901 3.82187 0.06 -0.03 0.03
C -0.08771 -3.89390 5.01286 0.00 0.00 -0.01
C -0.41896 -3.05986 6.06933 0.00 0.00 0.01
C -0.28086 -1.69002 5.91864 0.00 -0.02 0.01
C 0.18247 -1.15137 4.72663 -0.07 0.01 -0.02
H -0.33398 -2.55316 1.48499 -0.46 -0.01 -0.09
H 2.74116 -0.45826 4.19319 -0.01 0.02 0.00
H 5.19978 -0.33694 4.12504 0.00 0.00 0.00
H 6.43928 -1.25341 2.18459 0.00 -0.01 0.00
H 5.18532 -2.29147 0.31704 0.00 0.00 0.00
H 2.71520 -2.39519 0.39424 0.00 0.00 0.00
H 0.61971 -4.01854 3.00043 -0.01 0.01 -0.01
H -0.20772 -4.96611 5.10508 0.00 0.00 0.00
H -0.80223 -3.47334 6.99383 0.00 0.00 0.00
H -0.55985 -1.02436 6.72585 0.00 0.00 0.00
H 0.25007 -0.08024 4.61601 0.00 -0.02 0.01
C -2.86625 -4.33255 -2.60448 -0.03 0.00 0.05
C -1.60667 -3.81496 -1.90326 0.02 -0.06 0.06
C -1.44071 -4.58805 -0.58275 0.05 0.04 -0.02
C -1.78062 -2.32531 -1.67901 0.06 0.17 0.02
C -0.33643 -3.98508 -2.74813 -0.04 -0.05 -0.02
C -0.35095 -4.59639 -3.99705 -0.01 0.07 -0.04
C 0.82065 -4.75868 -4.72985 0.00 0.00 0.00
C 2.02856 -4.30849 -4.22546 0.00 0.00 0.00
C 2.05735 -3.69996 -2.97589 0.00 0.01 0.00
C 0.89152 -3.54364 -2.24697 -0.01 -0.04 0.03
H -3.72471 -4.12913 -1.96159 0.00 0.00 0.00
H -2.81481 -5.41112 -2.76570 0.02 0.00 -0.01
H -3.02761 -3.83976 -3.56600 -0.01 0.00 0.01
H -2.27556 -4.38079 0.08469 -0.01 -0.01 -0.02
H -0.52156 -4.31265 -0.06710 -0.02 0.01 0.01
H -1.40007 -5.65617 -0.81136 0.01 -0.01 0.01
H -2.49469 -1.90166 -2.40204 0.06 0.02 -0.07
H -1.28273 -4.95014 -4.41631 0.00 -0.01 0.01
H 0.78164 -5.23902 -5.70007 0.00 0.00 0.00
H 2.94060 -4.43088 -4.79632 0.00 0.00 0.00
H 2.99455 -3.34303 -2.56612 0.00 0.00 0.00
H 0.93037 -3.06452 -1.27496 0.00 0.01 0.00
F -2.73829 -0.40623 2.99235 0.01 0.01 0.00
Te -3.57198 -1.54476 1.62032 -0.10 0.14 0.26
F -5.29628 -1.19794 2.56016 -0.03 -0.10 -0.09
F -4.35098 -3.05637 0.54999 0.04 -0.01 -0.04
F -1.63420 1.95748 0.76378 0.38 -0.43 0.34
F -3.47050 -2.87947 2.94452 0.02 0.00 -0.03
O -1.76619 -2.16662 1.17654 -0.14 0.18 0.11
```
Positions in Å, forces in eV/Å.

ΔE to the lowest compared entry with this formula, charge and spin, kJ/mol: 14.33
LUMO level (spin up / spin down), eV: 2.0 / 1.6
Multiplicity: 2
Total charge: -1
Orbital gap (spin up / spin down), eV: 7.34 / 6.93


Which of these has the highest ΔE to the lowest compared entry with this formula, charge and spin?
C42H37BrFeN3O7PS2